# 1
Below is 2 unconnected molecules or ions with the total composition CH6S in a non-equilibrium geometry, with properties calculated with ωB97M-V/def2-TZVPD.

XYZ file:
```
8
Properties=species:S:1:pos:R:3:forces:R:3:nbo_charge:R:1
C 1.428241 -0.313342 -0.172843 -3.3 -0.1 0.5 -0.8572
H 0.970030 0.610031 -0.482019 -0.5 0.5 -0.4 0.2054
H 2.375558 -0.231346 -0.580075 2.2 -0.4 0.0 0.2173
H 0.828811 -1.119325 -0.659055 0.6 0.5 0.5 0.2162
H 1.227119 -0.291712 0.918391 1.0 -0.5 -0.6 0.2175
S -2.811451 0.164895 0.541287 0.2 0.1 -0.3 -0.2805
H -1.639191 0.523093 1.063782 0.1 0.0 0.3 0.1390
H -2.379117 0.657705 -0.629468 -0.3 -0.1 -0.1 0.1423
```
Forces are in eV/Å.

Summary:
**Structure (SMILES)**: C.S
**Energy relative to the best compared isomer or geometry (same formula, charge and spin)**: 26.4 kJ/mol
**Kohn-Sham gap**: 0.393 Ha
**Spin multiplicity**: 1

---

# 2
Below is 2 unconnected molecules or ions with the total composition C3H8O in a non-equilibrium geometry, with properties calculated with ωB97M-V/def2-TZVPD.

XYZ file:
```
12
Properties=species:S:1:pos:R:3:forces:R:3:nbo_charge:R:1
C -0.052991 -1.609107 -0.905916 1.8 0.7 1.8 -0.6860
C 0.730510 -0.466550 -0.205029 -1.9 -4.2 -0.1 0.1086
C 0.541996 0.782455 -0.664141 -0.1 3.1 -3.8 -0.0918
H -0.734689 -2.204210 -0.232208 1.0 0.4 -0.5 0.3054
H -0.587430 -1.216585 -1.730934 -0.7 0.4 -0.7 0.2412
H 0.790271 -2.230135 -1.305033 -0.7 -0.2 0.4 0.3000
H 1.379876 -0.700400 0.625051 0.2 0.0 0.1 0.2456
H 1.115324 1.659577 -0.449567 0.3 0.3 1.0 0.2412
H 0.006287 0.960695 -1.658985 0.2 -0.6 1.7 0.2371
H -1.058250 1.629757 0.882373 -1.0 3.4 -6.3 0.4650
H -0.553503 0.391999 1.618789 1.8 -4.0 -0.2 0.4638
O -0.959372 1.183564 1.612628 -1.1 0.7 6.7 -0.8301
```
Forces are in eV/Å.

Summary:
**Net charge**: +1
**Energy relative to the best compared isomer or geometry (same formula, charge and spin)**: 183.2 kJ/mol
**Kohn-Sham gap (spin up / spin down)**: 0.412 / 0.254 Ha
**Spin multiplicity**: 2
**Expectation value of S²**: 0.7532

---

# 3
Below is a single C3H9N3O molecule in a non-equilibrium geometry, with properties calculated with ωB97M-V/def2-TZVPD.

XYZ file:
```
16
Properties=species:S:1:pos:R:3:forces:R:3:nbo_charge:R:1
N -0.591502 1.808279 -0.690238 1.5 1.4 -2.0 -0.8651
C -0.901667 0.427861 -0.936860 -2.5 -0.6 0.6 -0.2416
C 0.241445 -0.608562 -0.964559 0.3 1.3 -2.3 -0.2505
N 1.297949 -0.460313 -0.024649 -0.2 -0.5 3.0 -0.6453
C 0.936788 -0.438178 1.345738 -1.1 0.3 -0.9 0.7803
N -0.141171 -1.214505 1.663727 -1.4 -1.1 -1.4 -0.8652
O 1.447627 0.272021 2.189824 0.8 -0.3 -0.3 -0.6446
H 0.078408 2.254270 -1.400626 -1.3 -0.9 1.8 0.3615
H -0.378464 2.069535 0.277407 0.1 -0.4 -0.8 0.3855
H -1.759949 0.283372 -0.187715 1.4 -0.6 -0.6 0.1897
H -1.469666 0.190043 -1.901828 0.8 1.0 0.9 0.1903
H 0.701827 -0.441134 -1.995730 -0.4 -0.6 1.2 0.2059
H -0.189874 -1.601289 -0.948096 0.1 -0.4 0.0 0.1981
H 1.958472 0.276864 -0.082044 0.5 0.8 -1.0 0.3975
H -0.317685 -1.282632 2.631126 -0.3 0.1 0.9 0.4023
H -0.912535 -1.535631 1.024520 1.8 0.6 1.0 0.4013
```
Forces are in eV/Å.

Summary:
**Structure (SMILES)**: NCCNC(N)=O
**Energy relative to the best compared isomer or geometry (same formula, charge and spin)**: 74.5 kJ/mol
**Kohn-Sham gap**: 0.367 Ha
**Spin multiplicity**: 1

---

# 4
Below is a molecular structure, C25H24AuN3O3, with properties calculated with ωB97M-V/def2-TZVPD.

XYZ file:
```
56
Properties=species:S:1:pos:R:3:forces:R:3:nbo_charge:R:1
Au -0.124307 0.164164 -0.004117 0.8 0.5 0.0 1.2776
C -0.557825 -0.083434 -3.386003 0.1 0.0 0.1 -0.2514
O 0.359769 -0.173790 -2.268621 -0.4 0.1 0.0 -0.5340
C 1.698450 -0.194032 -2.516351 0.0 0.0 0.1 0.3193
C 2.219005 -0.253810 -3.793496 0.0 0.0 -0.1 -0.2846
C 3.593495 -0.289176 -3.968542 0.1 0.0 0.0 -0.0919
C 4.461305 -0.266433 -2.874106 0.0 0.0 -0.1 -0.2117
C 3.949078 -0.205690 -1.605649 -0.1 0.0 0.1 -0.1605
C 2.556388 -0.162823 -1.398795 0.1 0.0 0.0 0.0976
N 1.995991 -0.096136 -0.121505 -0.1 -0.2 0.0 -0.2331
N 2.831668 -0.017183 0.836780 0.1 0.0 0.0 -0.1732
C 2.570559 0.068714 2.143177 -0.3 0.0 0.2 0.1232
C 1.207269 0.037461 2.771034 0.5 -0.1 -0.1 0.4954
O 0.159000 -0.115635 2.116199 -0.4 0.2 -0.1 -0.5925
C 1.097294 0.137017 4.199018 0.0 -0.1 -0.1 -0.3235
C 2.198078 0.224598 4.960862 0.3 0.0 0.1 -0.0153
C 3.538253 0.221002 4.405630 -0.2 0.0 0.1 -0.1111
C 4.638635 0.284740 5.242711 0.0 0.0 0.1 -0.1320
C 5.927999 0.280796 4.717500 0.0 0.0 0.0 -0.1256
C 6.117443 0.221807 3.341571 0.0 0.0 0.0 -0.1902
C 5.029241 0.160180 2.493115 0.1 0.0 0.0 -0.1296
C 3.721176 0.150588 3.006606 -0.2 0.0 -0.1 0.0068
H -0.339845 0.805507 -3.973616 0.0 0.0 0.0 0.2120
H -1.548429 -0.008341 -2.953291 0.0 0.0 0.0 0.2091
H -0.485148 -0.980938 -3.995332 0.0 0.0 0.0 0.2134
H 1.567136 -0.280049 -4.654130 0.1 0.0 0.0 0.2468
H 3.992814 -0.340096 -4.973105 0.0 0.0 0.0 0.2475
H 5.531086 -0.299255 -3.026368 0.0 0.0 0.0 0.2499
H 4.599364 -0.197172 -0.746812 0.0 0.0 0.0 0.2394
H 0.100438 0.127222 4.617597 0.0 0.0 0.0 0.2547
H 2.094648 0.302256 6.037908 0.0 0.0 0.0 0.2440
H 4.485496 0.337351 6.314732 0.0 0.0 -0.1 0.2390
H 6.781854 0.324595 5.381676 0.0 0.0 0.0 0.2468
H 7.119643 0.225135 2.933763 0.0 0.0 0.0 0.2452
H 5.180865 0.121289 1.425551 0.0 0.0 0.0 0.2265
O -1.824847 -1.595957 0.408828 -0.2 0.1 0.2 -0.7765
C -2.821145 -1.166464 1.371253 0.1 0.0 -0.2 -0.0750
C -3.967138 -0.416716 0.715119 0.0 0.0 0.0 -0.4305
C -3.532611 0.608001 -0.339651 0.1 0.0 0.1 -0.4353
C -2.861214 1.840624 0.202128 0.2 0.0 -0.1 0.2470
C -3.622945 2.911436 0.652229 0.0 0.0 0.0 -0.2349
C -3.006685 4.076011 1.066531 0.0 0.1 0.0 -0.1055
C -1.622129 4.159864 1.014912 0.0 0.1 0.0 -0.2411
C -0.917437 3.062464 0.581689 0.0 -0.2 0.0 0.0470
N -1.513406 1.917275 0.190865 -0.4 -0.2 0.1 -0.5893
H -2.255673 -2.138333 -0.262759 0.1 -0.1 0.0 0.4942
H -2.284712 -0.539779 2.081415 0.1 0.0 0.0 0.1923
H -3.193514 -2.036704 1.906950 0.0 -0.1 0.1 0.2059
H -4.534181 0.080955 1.505917 -0.1 0.0 0.0 0.2351
H -4.651817 -1.124160 0.242297 0.0 0.0 0.0 0.2273
H -4.414187 0.921761 -0.897763 0.0 0.0 0.0 0.2502
H -2.860847 0.139389 -1.061249 0.0 0.0 0.0 0.2009
H -4.702323 2.825684 0.654378 0.0 0.0 0.0 0.2445
H -3.596721 4.916841 1.409567 0.0 0.0 0.0 0.2490
H -1.097316 5.060040 1.302433 0.0 0.0 0.0 0.2518
H 0.164066 3.082440 0.535421 0.0 0.0 0.0 0.2089
```
Forces are in eV/Å.

Summary:
**Net charge**: +2
**Kohn-Sham gap (spin up / spin down)**: 0.255 / 0.209 Ha
**Spin multiplicity**: 3
**Expectation value of S²**: 2.0921

---

# 5
Below is a molecular structure, C38H24BrF4IInO4PS in a non-equilibrium geometry, with properties calculated with ωB97M-V/def2-TZVPD.

XYZ file:
```
75
Properties=species:S:1:pos:R:3:forces:R:3:mulliken_charge:R:1
In -0.581439 -0.315207 -0.822287 0.4 -0.5 -0.9 0.5933
F 1.823302 4.218497 5.533320 -0.1 0.0 -0.3 -0.2834
C 1.483305 3.853741 4.297344 0.0 -0.1 -0.1 0.4976
C 0.727347 4.707978 3.497656 0.0 -0.1 -0.1 0.1785
F 0.338077 5.894368 3.968922 0.1 -0.2 -0.1 -0.2875
C 0.383912 4.312476 2.208783 0.1 -0.2 0.1 0.4173
F -0.324895 5.156752 1.454013 0.1 0.1 0.2 -0.4005
C 0.750632 3.069336 1.706066 0.0 -0.3 -0.2 -0.1556
P 0.318267 2.464530 0.000955 -0.3 0.7 0.4 0.0100
C -1.404628 3.033659 -0.120063 0.0 -0.3 -0.1 0.8935
C -1.948453 3.525990 -1.302580 0.1 0.0 0.1 -0.7458
C -3.312616 3.744233 -1.391096 0.0 0.1 0.0 -0.8908
C -4.138297 3.459150 -0.317352 0.0 0.0 0.0 -0.6510
C -3.601237 2.956628 0.856689 0.0 0.0 0.1 -0.8273
C -2.241103 2.735865 0.955917 0.1 0.0 -0.1 -0.5958
C 1.327664 3.629468 -0.986948 0.0 -0.4 0.0 0.8283
C 0.919002 4.910466 -1.337492 0.0 -0.1 0.1 -0.2203
C 1.708857 5.673305 -2.181551 0.0 0.1 -0.1 -0.8431
C 2.909743 5.177929 -2.662370 0.0 0.0 0.0 -0.5375
C 3.333666 3.912549 -2.286788 0.1 0.0 0.0 -0.6754
C 2.542435 3.139042 -1.459436 0.0 0.1 0.1 -0.3013
C 1.498754 2.224217 2.523253 -0.1 0.2 0.1 0.1605
Br 2.017415 0.518296 1.896899 0.3 -0.1 0.4 -0.1621
C 1.875149 2.612349 3.803011 -0.1 0.0 -0.2 0.3930
F 2.607597 1.801406 4.565883 -0.1 0.2 0.1 -0.3233
H -1.307373 3.733771 -2.149185 -0.1 0.0 0.0 0.6093
H -3.728181 4.141568 -2.303833 -0.1 0.0 -0.1 0.4884
H -5.203167 3.609088 -0.400249 -0.1 0.1 0.0 0.4147
H -4.236290 2.732175 1.699188 -0.1 0.0 0.1 0.4564
H -1.818675 2.327349 1.869487 -0.1 0.0 0.0 0.4561
H -0.010124 5.313786 -0.967640 -0.1 0.0 0.0 0.4523
H 1.373200 6.657508 -2.474614 0.0 0.1 0.0 0.4268
H 3.511984 5.770848 -3.335573 0.0 0.1 0.0 0.4097
H 4.271186 3.518945 -2.651720 0.1 0.0 0.0 0.4293
H 2.851159 2.134851 -1.200574 0.0 -0.1 0.0 0.2941
I -4.211881 -7.795140 -0.188926 0.1 0.4 0.1 0.0724
C -3.730851 -5.753198 0.074746 -0.1 -0.4 0.1 -0.1454
C -4.563993 -4.776752 -0.444643 -0.1 0.0 -0.1 -0.4716
C -4.188504 -3.447509 -0.358871 0.1 0.1 0.1 -0.3415
C -2.998836 -3.097019 0.273137 0.0 -0.2 0.1 0.2979
C -2.210671 -4.087275 0.851463 -0.1 0.2 0.1 -0.5813
C -2.575256 -5.416448 0.756726 0.0 -0.2 0.0 -0.4653
C -2.436423 -1.719812 0.187403 -0.9 -1.0 0.4 0.9944
O -1.590412 -1.337566 1.021600 0.9 0.6 0.3 -0.7523
O -2.732530 -1.038509 -0.826794 0.4 0.9 -0.9 -0.7712
H -5.489845 -5.050960 -0.927123 0.0 0.0 -0.1 0.3887
H -4.821815 -2.682870 -0.782485 0.0 0.1 -0.1 0.4743
H -1.300913 -3.811329 1.361227 0.1 0.1 0.0 0.4523
H -1.961994 -6.189316 1.195825 0.1 0.0 0.0 0.3910
O -2.842012 2.842735 -8.478307 -0.1 0.2 -0.3 -0.4745
C -3.394981 2.203527 -7.426732 -0.3 -0.2 0.1 0.6014
O -4.523895 1.794874 -7.491889 0.2 0.1 -0.1 -0.5580
C -2.528492 2.018019 -6.233648 0.2 0.0 0.3 0.8524
C -1.367877 2.762229 -6.014901 -0.3 -0.1 -0.1 -1.0862
C -0.575955 2.501217 -4.920425 0.0 -0.1 0.2 -0.8082
C -0.930283 1.497598 -4.016151 -0.1 -0.1 -0.1 0.5741
S 0.194509 1.191515 -2.725122 -0.1 -0.5 0.5 -0.1503
C -2.117900 0.790377 -4.193097 0.1 0.1 0.1 -0.2962
C -2.900914 1.052102 -5.295705 -0.1 0.2 -0.3 -0.9308
H -1.918144 3.073937 -8.318018 -0.1 -0.2 0.1 0.2940
H -1.091117 3.579977 -6.669107 0.1 0.0 0.0 0.2385
H 0.326115 3.067984 -4.736881 0.1 0.1 0.0 0.5295
H -2.425371 0.055823 -3.454615 0.0 0.0 -0.1 0.4139
H -3.821881 0.514227 -5.458424 -0.1 -0.1 0.0 0.4820
C 0.746376 -4.986168 -1.910166 0.0 -0.1 0.0 -0.5807
C 1.148268 -4.464613 -0.692664 0.2 0.0 0.2 -0.5164
C 0.880312 -3.138752 -0.381281 0.2 -0.3 0.0 -0.3323
C 0.198799 -2.361587 -1.293422 -0.3 1.9 0.5 0.4389
C -0.203358 -2.864606 -2.514288 0.1 -0.2 -0.2 -0.1459
C 0.082258 -4.186123 -2.824733 -0.1 0.0 -0.2 -0.5789
H 0.941470 -6.023475 -2.140068 0.1 -0.1 -0.1 0.3945
H 1.675740 -5.085483 0.017336 0.0 -0.1 0.0 0.4122
H 1.198067 -2.720182 0.566092 0.0 -0.1 0.1 0.3788
H -0.730009 -2.237052 -3.227255 0.0 -0.1 0.0 0.3674
H -0.215676 -4.590956 -3.781049 -0.1 -0.1 -0.1 0.4298
```
Forces are in eV/Å.

Summary:
**Energy relative to the best compared isomer or geometry (same formula, charge and spin)**: 111.8 kJ/mol
**Kohn-Sham gap**: 0.269 Ha
**Spin multiplicity**: 1

---

# 6
Below is a gas-phase ion, C12H17NP (charge +1) in a non-equilibrium geometry, with properties calculated with ωB97M-V/def2-TZVPD.

XYZ file:
```
31
Properties=species:S:1:pos:R:3:forces:R:3:nbo_charge:R:1
C -0.983304 0.426694 2.993111 1.9 -0.8 1.3 -0.1703
C 0.339530 0.365582 2.615892 -3.7 0.0 0.9 -0.2185
C -1.959357 -0.012573 2.078967 -2.3 0.7 0.6 -0.2163
C 0.704180 -0.006002 1.311880 6.7 -0.5 -1.7 -0.0808
C -1.683021 -0.238079 0.773151 4.2 0.2 -1.8 -0.1001
C -0.288466 -0.278209 0.363857 -5.7 -0.5 -0.3 0.1949
C 2.150488 -0.111838 0.932470 -7.6 0.2 -1.3 -0.2065
C 3.236287 -0.289715 1.657323 3.4 0.6 3.1 -0.1114
C -2.718441 -0.248232 -0.305215 3.3 1.2 -0.7 -0.7160
C 4.511537 -0.209458 0.902320 1.7 0.9 1.2 -0.6588
C -1.660031 -1.124529 -3.263195 0.4 -1.6 -0.1 -1.0112
C -1.608209 1.572006 -2.324421 1.4 1.7 2.8 -1.0245
N -0.124356 -0.755994 -0.942511 -0.9 2.0 -1.2 -0.8170
P -1.631789 -0.133302 -1.781275 1.7 0.0 0.6 1.7081
H -1.335582 0.584602 4.034719 0.7 0.3 -0.8 0.2374
H 1.129987 0.546906 3.231621 1.7 0.7 2.0 0.2164
H -3.010579 0.011361 2.337738 0.0 0.0 0.4 0.2094
H 2.382621 -0.123203 -0.119907 -0.4 -0.1 -0.5 0.1696
H 3.259686 -0.270472 2.779444 -0.1 -0.2 -1.2 0.2152
H -3.349080 -1.008334 -0.173875 -2.4 -3.7 -0.2 0.2651
H -3.334305 0.589176 -0.170196 -0.7 1.7 -0.4 0.2691
H 5.058449 0.829994 1.165506 -1.2 -2.0 -1.1 0.2469
H 5.218256 -0.942212 1.335375 -0.1 0.2 -0.5 0.2417
H 4.347540 -0.418718 -0.187404 0.5 0.5 1.0 0.2145
H -2.032959 -2.105872 -2.921191 0.4 0.1 -0.3 0.2809
H -0.580020 -1.218176 -3.536278 -0.7 -0.1 0.3 0.2830
H -2.167391 -0.908965 -4.209408 -0.3 0.7 0.7 0.2995
H -1.472758 2.306387 -1.418541 -0.1 -1.5 -1.6 0.2878
H -2.421526 1.955202 -2.871396 -1.8 -0.2 -0.4 0.2913
H -0.816574 1.760688 -3.018052 1.0 -0.2 -0.2 0.2748
H 0.839187 -0.544716 -1.270509 -1.1 -0.2 -0.5 0.4254
```
Forces are in eV/Å.

Summary:
**Net charge**: +1
**Energy relative to the best compared isomer or geometry (same formula, charge and spin)**: 0.0 kJ/mol
**Kohn-Sham gap (spin up / spin down)**: 0.171 / 0.220 Ha
**Spin multiplicity**: 3
**Expectation value of S²**: 2.0316